# C36H45IN3OPdSi

A molecular structure, C36H45IN3OPdSi in a non-equilibrium geometry (ωB97M-V/def2-TZVPD, OMol25).

The total energy comes out at -64024.3128 eV. For the HOMO energy (alpha / beta), the calculation gives -9.86 / -11.04 eV. As for the expectation value of S²: 6.07. As for the energy above the lowest of the compared OMol25 structures with the same formula, charge and spin: 229.7 kJ/mol.

ORCA input file:
```
! RIJCOSX wB97M-V def2-TZVPD def2/J DEFGRID3
* xyz 1 5
Pd -0.138 0.912 1.213
C -0.902 -5.203 -2.770
C -1.371 -4.850 -1.371
N -0.639 -4.066 -0.556
N 0.607 -4.016 -0.753
C 1.321 -3.263 0.180
O 0.756 -2.456 0.964
C 2.828 -3.487 0.108
C 3.486 -4.004 -1.006
C 4.880 -4.010 -1.107
C 5.630 -3.458 -0.106
C 4.990 -2.886 1.025
C 3.595 -2.992 1.123
C -2.738 -5.074 -0.950
C -3.535 -6.139 -1.401
C -4.851 -6.225 -0.922
C -5.343 -5.241 -0.126
C -4.532 -4.226 0.268
N -3.283 -4.138 -0.054
H -0.084 -4.506 -2.953
H -1.707 -5.128 -3.465
H -0.346 -6.177 -2.859
H 2.851 -4.353 -1.827
H 5.401 -4.334 -1.985
H 6.718 -3.501 -0.211
H 5.516 -2.414 1.876
H 3.077 -2.792 2.051
H -3.184 -6.855 -2.146
H -5.529 -7.008 -1.240
H -6.365 -5.343 0.215
H -4.853 -3.416 0.845
I -0.731 0.387 3.977
C -2.575 0.983 2.788
C -3.521 1.726 3.426
C -4.848 1.837 2.928
C -5.209 1.092 1.827
C -4.202 0.529 0.950
C -4.515 -0.122 -0.230
C -3.463 -0.690 -0.976
C -2.155 -0.608 -0.533
C -1.834 0.079 0.628
C -2.823 0.497 1.432
H -3.341 2.164 4.409
H -5.584 2.176 3.636
H -6.207 0.837 1.554
H -5.576 -0.184 -0.461
H -3.717 -1.161 -1.950
H -1.313 -1.056 -1.033
C -0.950 3.955 -1.159
C 0.203 3.018 -1.507
C -0.398 1.835 -2.326
C 1.112 3.899 -2.342
Si 1.118 2.551 0.203
C 1.156 3.988 1.479
C 1.645 5.352 0.878
C 2.027 3.610 2.643
C -0.271 4.263 2.023
C 2.892 1.817 -0.108
C 3.135 0.685 0.981
C 2.992 1.124 -1.501
C 4.113 2.757 -0.148
H -0.627 4.887 -0.731
H -1.732 3.562 -0.455
H -1.448 4.212 -2.076
H -1.319 1.443 -1.954
H 0.219 0.965 -2.561
H -0.546 2.243 -3.337
H 2.022 3.395 -2.759
H 1.397 4.818 -1.829
H 0.633 4.424 -3.261
H 2.484 5.202 0.168
H 1.751 5.938 1.804
H 0.846 5.723 0.227
H 1.678 2.669 3.083
H 1.975 4.372 3.474
H 3.069 3.431 2.354
H -1.007 4.122 1.234
H -0.387 5.315 2.334
H -0.567 3.633 2.901
H 2.461 -0.162 0.886
H 3.018 1.051 1.985
H 4.131 0.412 0.920
H 2.177 0.398 -1.633
H 3.941 0.554 -1.471
H 2.898 1.773 -2.381
H 4.094 3.539 0.631
H 4.407 3.226 -1.170
H 5.014 2.163 0.066
*
```

Here are the Mulliken charges for atoms 1 to 4, given in e: atom 1 (Pd): -1.34, atom 2 (C): -1.45, atom 3 (C): 0.52, atom 4 (N): 0.14